1.
Computed, not measured: a 2-piece molecular cluster, C28H31B2Cl3F3O3 overall at a distorted geometry, with ωB97M-V/def2-TZVPD.

- Net charge: -1
- Electronic energy: -82762.675 eV
- 2S+1: 1
- HOMO: -5.412 eV
- HOMO-LUMO gap: 0.2729 Eh

Each line ends with the Mulliken charge.
Geometry (Å):
Cl (-0.228317, 0.120250, -0.004678)  -0.259
B (-0.276737, 2.018100, 0.025513)  0.808
Cl (-0.602394, 2.669825, 1.756555)  -0.364
Cl (1.446402, 2.519029, -0.514946)  -0.379
O (-1.260489, 2.532944, -0.936706)  -0.690
C (-2.512818, 2.015561, -1.210128)  1.595
C (-3.081923, 1.115384, -0.112417)  1.084
C (-3.674317, 1.714109, 1.001610)  -0.699
C (-4.425203, 0.939749, 1.903918)  -0.913
C (-4.518442, -0.449571, 1.736183)  -0.630
C (-3.726886, -1.052898, 0.783232)  -0.851
C (-3.033310, -0.291382, -0.158661)  0.163
H (-3.349679, 2.746027, -1.498452)  -1.408
H (-3.588695, 2.812863, 1.102251)  0.736
H (-4.986135, 1.423644, 2.676595)  0.479
H (-5.142771, -1.039182, 2.412871)  0.375
H (-3.657003, -2.145220, 0.729861)  0.365
H (-2.409749, -0.787767, -0.903561)  0.294
C (-6.696408, 3.232880, 0.320152)  -1.288
C (-7.473546, 3.404864, -0.957227)  1.593
C (-8.952481, 3.460264, -0.587357)  -2.275
C (-7.043687, 4.633752, -1.904234)  1.552
C (-7.762338, 5.948598, -1.725252)  -1.988
C (-5.525739, 4.894334, -1.870045)  -1.152
O (-7.356536, 4.083056, -3.230009)  -0.615
B (-7.402501, 2.696910, -3.091766)  1.350
C (-8.099315, 1.835855, -4.183232)  0.044
C (-8.234312, 0.465326, -3.969257)  -0.351
C (-8.955976, -0.326911, -4.852700)  -0.685
C (-9.518712, 0.280662, -5.961503)  0.355
C (-10.380766, -0.530274, -6.929153)  0.727
F (-11.491564, 0.200365, -7.279897)  -0.268
F (-9.786672, -0.876024, -8.099360)  -0.251
F (-10.832229, -1.699252, -6.393351)  -0.281
C (-9.316774, 1.631677, -6.254809)  -0.773
C (-8.577612, 2.403272, -5.364378)  -0.529
C (-2.414851, 1.914388, -2.913171)  0.285
C (-3.693445, 2.110046, -3.753774)  -1.763
C (-1.464299, 0.860091, -3.336340)  0.037
C (-0.078162, 1.002203, -3.241777)  -0.208
C (0.728536, -0.088088, -3.079619)  -0.680
C (0.192926, -1.354229, -3.124969)  -0.413
C (-1.153868, -1.532970, -3.473051)  -0.639
C (-1.949490, -0.406801, -3.702814)  -0.289
O (-7.191225, 2.249075, -1.792140)  -0.444
H (-6.811621, 4.122677, 0.961313)  0.362
H (-7.102539, 2.344274, 0.813581)  0.575
H (-5.623818, 3.055158, 0.157187)  -0.265
H (-9.119492, 4.251015, 0.143774)  0.388
H (-9.640458, 3.626967, -1.418197)  0.366
H (-9.226078, 2.504116, -0.149706)  0.527
H (-7.514128, 6.359797, -0.751428)  0.360
H (-7.427192, 6.670968, -2.469951)  0.465
H (-8.840673, 5.822289, -1.808372)  0.368
H (-5.253066, 5.367119, -0.914525)  0.350
H (-4.961682, 3.953445, -2.002502)  -0.544
H (-5.264738, 5.603136, -2.672415)  0.531
H (-7.796014, -0.017691, -3.100608)  0.445
H (-9.081739, -1.406317, -4.691968)  0.385
H (-9.728341, 2.040615, -7.177729)  0.354
H (-8.410860, 3.458801, -5.606571)  0.400
H (-1.808680, 2.869024, -3.008920)  0.344
H (-3.922187, 3.159091, -3.526389)  0.605
H (-3.553133, 2.091660, -4.870719)  0.272
H (-4.504914, 1.419960, -3.475054)  0.354
H (0.386902, 1.983437, -3.258970)  0.341
H (1.815154, 0.001440, -2.974398)  0.312
H (0.828424, -2.212342, -2.925314)  0.363
H (-1.524116, -2.551278, -3.661710)  0.371
H (-2.979109, -0.574507, -4.065834)  0.217

Forces on the atoms, in the same order (eV/Å):
0.57 0.16 0.57
-0.62 -0.14 -0.78
0.07 -0.07 0.00
-0.08 0.43 -0.02
0.65 0.36 1.10
-1.06 0.93 -2.59
-0.13 -1.01 -0.73
-0.45 0.11 -0.24
0.35 -0.25 -0.91
0.13 0.82 0.81
0.22 -0.51 -0.83
-0.40 0.24 0.01
1.08 0.34 2.18
-0.17 -0.77 0.05
-0.13 0.22 0.41
0.25 0.16 -0.19
-0.12 0.40 -0.02
-0.52 0.22 0.10
0.55 0.22 0.17
0.49 1.03 -0.39
-0.17 -0.19 -0.32
0.87 -0.95 -0.15
-0.33 -0.27 0.04
-0.22 -0.16 0.12
0.07 -0.69 0.62
-0.77 1.08 0.69
1.06 -0.30 -0.12
-0.28 -0.40 -0.02
-0.01 -0.28 -0.05
-0.42 -0.41 -0.98
-0.64 0.01 0.00
0.66 -0.57 0.19
0.01 0.36 0.60
0.29 0.76 -0.16
0.14 -0.27 0.14
-0.45 0.14 -0.49
1.82 0.28 -0.26
0.29 0.32 0.16
-0.40 -1.18 -0.59
-0.26 0.99 0.17
1.06 -0.66 -0.61
-0.56 -0.79 -0.03
0.56 0.03 -0.71
-0.21 -0.85 0.71
-0.56 0.64 -0.82
-0.01 -0.36 -0.09
0.16 0.20 0.18
-0.46 0.09 -0.08
0.01 -0.03 0.05
0.21 0.05 -0.21
-0.03 -0.08 0.18
-0.08 0.06 0.23
-0.01 -0.13 -0.09
-0.03 0.12 0.01
0.04 -0.26 -0.23
-0.28 0.59 0.16
-0.08 -0.35 0.18
-0.02 0.30 0.03
0.04 0.60 -0.02
0.10 0.00 0.31
-0.01 -0.40 0.34
-0.89 -0.83 0.17
-0.79 -0.35 -0.19
0.23 -0.31 1.13
0.11 0.35 -0.10
-0.31 0.04 0.43
-0.47 0.24 0.15
-0.11 0.03 -0.06
0.04 0.55 0.14
0.44 0.36 0.54

---

2.
Computed, not measured: C28H31Br66NO2 as an isolated structure at a distorted geometry, with ωB97M-V/def2-TZVPD.

- Net charge: 0
- Electronic energy: -4657918.922 eV
- 2S+1: 1
- HOMO: -9.075 eV
- HOMO-LUMO gap: 0.3151 Eh

Each line ends with the Mulliken charge.
Geometry (Å):
C (0.631634, -5.144934, -0.022500)  -0.942
C (-0.067370, -3.768834, 0.359772)  0.330
Br (0.223125, -3.116252, 2.229279)  -0.187
C (-0.849938, -2.985991, -0.539661)  0.093
Br (-1.092907, -3.695942, -2.355485)  -0.069
O (-1.348351, -1.746081, -0.032240)  0.171
C (-2.572420, -1.350378, -0.629494)  0.093
O (-2.655043, -0.888295, -1.800959)  -0.383
N (-3.846126, -1.394409, 0.119719)  0.026
C (-4.209213, -2.796276, 0.513479)  -0.224
C (-5.391496, -3.398487, -0.374302)  0.022
C (-5.502549, -4.977694, 0.002780)  -0.915
Br (-4.998768, -3.307353, -2.347464)  -0.129
H (-0.106947, -5.916264, -0.412727)  0.323
H (1.120214, -5.580924, 0.917485)  0.102
H (1.499952, -4.940519, -0.756793)  0.273
H (-4.583544, -1.073409, -0.531289)  -0.017
H (-3.270755, -3.441050, 0.550060)  0.070
H (-4.590624, -2.735690, 1.602323)  0.113
H (-6.413918, -2.941191, -0.176868)  0.398
H (-6.385721, -5.450817, -0.547872)  0.308
H (-4.534272, -5.475612, -0.348806)  0.348
H (-5.636718, -5.006680, 1.143889)  0.153
C (3.162016, -0.017221, 1.138146)  -0.305
Br (1.473370, -0.660656, 0.436657)  0.299
Br (4.449113, 0.320217, -0.272386)  0.002
Br (2.908198, 1.534704, 2.270686)  0.015
H (3.576115, -0.807330, 1.762616)  0.144
C (-4.023234, 1.208511, -2.681545)  1.353
Br (-5.598041, 0.237056, -2.097551)  -0.139
Br (-3.628314, 0.884381, -4.551640)  0.051
Br (-4.158950, 3.104921, -2.290243)  0.127
H (-3.181908, 0.823249, -2.108176)  -1.536
C (0.666633, 2.591724, -0.384353)  0.607
Br (-0.972151, 1.796859, -1.047888)  0.229
Br (1.943983, 2.905782, -1.807840)  0.076
Br (0.325473, 4.199603, 0.646531)  0.058
H (1.117425, 1.868998, 0.294083)  -0.731
C (-0.053601, -8.380289, 3.002277)  -0.344
Br (1.731677, -8.328589, 2.247670)  0.021
Br (-0.399013, -6.847552, 4.138640)  0.019
Br (-1.409406, -8.578879, 1.629602)  -0.050
H (-0.106910, -9.265541, 3.634268)  0.351
C (7.959791, -1.187710, 2.081141)  0.278
Br (6.328032, -2.097531, 2.600580)  0.168
Br (8.338057, -1.415176, 0.193005)  0.057
Br (7.936939, 0.681967, 2.593848)  -0.022
H (8.775224, -1.658633, 2.629003)  -0.317
C (8.107938, -6.002221, 2.947965)  -0.438
Br (8.555994, -4.508306, 4.098888)  -0.058
Br (6.219813, -6.028030, 2.506763)  -0.005
Br (9.221683, -6.041436, 1.361693)  0.041
H (8.317704, -6.911430, 3.508327)  0.423
C (1.226505, 1.948693, -5.975242)  -0.018
Br (3.149181, 1.695163, -5.930525)  -0.044
Br (0.293429, 0.559512, -4.993283)  0.139
Br (0.719486, 3.722829, -5.377296)  0.071
H (0.918073, 1.864433, -7.017065)  -0.164
C (-8.304258, -5.626823, 3.570310)  -0.148
Br (-6.962140, -4.252906, 3.839544)  0.037
Br (-9.034526, -5.580217, 1.775835)  -0.006
Br (-7.635159, -7.387049, 4.031473)  -0.015
H (-9.123544, -5.408981, 4.252833)  0.132
C (12.020052, -2.850951, 3.110475)  0.109
Br (12.149598, -1.664024, 1.582683)  -0.026
Br (13.746151, -3.581391, 3.606138)  -0.040
Br (11.141170, -1.995835, 4.613094)  -0.056
H (11.392893, -3.689671, 2.810235)  -0.042
C (2.086301, 5.504193, 4.526422)  -0.294
Br (1.359753, 3.947192, 5.424974)  -0.026
Br (3.560745, 5.044734, 3.353449)  -0.079
Br (0.709767, 6.477898, 3.575846)  -0.057
H (2.484581, 6.160579, 5.297680)  0.380
C (3.251835, -10.061858, 5.636196)  -0.375
Br (1.861080, -9.017876, 6.493975)  -0.011
Br (2.515719, -11.370542, 4.409117)  -0.041
Br (4.571738, -8.932052, 4.776692)  0.050
H (3.765671, -10.613930, 6.420660)  0.361
C (-1.335068, 0.467509, -8.931877)  -0.302
Br (0.587556, 0.212635, -8.894135)  -0.024
Br (-2.265128, -0.919630, -7.946798)  -0.013
Br (-1.835818, 2.240879, -8.327291)  -0.032
H (-1.647131, 0.384413, -9.971067)  0.354
C (-10.723798, -2.761038, 4.981345)  -0.255
Br (-12.377874, -1.972691, 5.614878)  -0.032
Br (-9.547399, -1.433550, 4.195949)  0.017
Br (-9.835151, -3.784616, 6.371318)  -0.043
H (-10.987300, -3.460688, 4.189876)  0.314
C (6.000226, -3.991786, 7.086148)  0.406
Br (6.338042, -5.622207, 8.080382)  -0.025
Br (4.218675, -3.971226, 6.320525)  0.012
Br (6.343854, -2.411069, 8.155483)  -0.030
H (6.702611, -3.974085, 6.256240)  -0.356
C (3.011403, 7.341899, -0.188416)  0.084
Br (1.649485, 6.864161, -1.482751)  0.113
Br (4.760275, 6.685850, -0.707077)  -0.016
Br (3.030957, 9.248881, 0.164438)  -0.046
H (2.750025, 6.847261, 0.746550)  -0.117
C (-3.582579, 7.141496, -1.535625)  -0.223
Br (-1.660221, 6.885452, -1.490029)  0.139
Br (-4.517102, 5.754277, -0.553869)  -0.058
Br (-4.088998, 8.915014, -0.935983)  -0.063
H (-3.891181, 7.057414, -2.576310)  0.160
C (9.319334, -5.455070, -2.650467)  -0.334
Br (10.492672, -4.473552, -1.457532)  -0.032
Br (9.148197, -7.314536, -2.126809)  -0.027
Br (7.591269, -4.593636, -2.827313)  -0.008
H (9.783840, -5.443382, -3.634481)  0.359
C (1.301438, 8.423340, -5.173184)  -0.251
Br (-0.273514, 7.454262, -4.589436)  0.016
Br (1.696949, 8.096901, -7.043542)  -0.038
Br (1.165279, 10.317944, -4.783854)  -0.039
H (2.142274, 8.039345, -4.597806)  0.264
C (2.191049, 13.223398, 0.891791)  0.417
Br (3.901013, 13.912608, 1.493173)  -0.006
Br (0.798864, 13.498372, 2.213124)  -0.008
Br (1.693398, 13.942131, -0.838947)  0.001
H (2.306142, 12.148510, 0.769173)  -0.445
C (-7.976269, 6.816315, -2.782789)  -0.293
Br (-8.666259, 5.282182, -1.818306)  -0.008
Br (-6.460996, 6.344006, -3.896564)  0.003
Br (-9.363097, 7.714348, -3.797825)  -0.006
H (-7.616060, 7.524658, -2.038676)  0.326
C (-11.024412, 7.028772, -7.679662)  -0.277
Br (-9.261922, 7.173476, -8.474754)  0.007
Br (-11.479324, 8.605464, -6.646545)  -0.042
Br (-12.381351, 6.618870, -9.002827)  -0.034
H (-10.992905, 6.191243, -6.985211)  0.323

Forces on the atoms, in the same order (eV/Å):
0.58 0.68 0.75
-1.35 0.84 -1.98
-0.60 -1.04 -1.61
2.31 -1.99 3.05
0.07 1.07 1.59
-1.88 -1.27 -1.89
-2.98 1.73 -3.25
1.92 -2.02 4.26
2.72 -1.67 -0.92
-0.59 0.21 1.22
0.34 -1.99 0.99
0.11 1.14 -0.33
-0.29 -0.04 1.13
0.93 1.18 0.30
-0.83 0.69 -1.29
-1.59 -0.39 0.93
0.98 0.15 0.37
-1.38 0.58 -0.31
0.39 -0.37 -1.63
1.54 -0.15 -0.40
1.24 0.67 0.94
-1.38 0.57 0.73
0.20 -0.33 -1.71
0.10 -0.18 -0.05
0.62 0.45 -0.16
-0.19 -0.07 0.30
0.10 -0.18 -0.14
-0.08 0.20 -0.14
0.10 0.55 -0.22
-0.17 0.67 -0.47
-0.13 0.02 0.37
-0.20 -0.62 -0.22
-0.52 0.21 -0.35
0.03 0.08 -0.02
0.53 0.24 0.14
-0.31 -0.04 0.26
0.02 -0.40 -0.07
-0.22 0.30 -0.21
0.01 -0.04 0.11
-0.37 0.08 0.10
0.05 -0.23 -0.32
0.25 0.09 0.22
0.05 0.20 -0.15
0.08 0.05 -0.04
0.11 0.28 -0.15
-0.14 0.00 0.36
-0.03 -0.37 -0.11
-0.19 0.09 -0.11
-0.05 -0.24 -0.02
0.15 -0.30 -0.16
0.32 0.00 0.09
-0.32 0.15 0.46
-0.07 0.26 -0.10
-0.14 0.05 0.06
-0.33 0.04 0.02
0.21 0.34 -0.16
0.08 -0.27 -0.09
0.14 0.09 0.42
0.02 -0.03 0.04
-0.16 -0.33 -0.11
0.13 0.02 0.27
-0.10 0.36 -0.13
0.25 -0.06 -0.13
-0.01 -0.14 -0.08
-0.06 -0.21 0.32
-0.34 0.19 -0.08
0.19 -0.03 -0.25
0.11 0.19 0.09
0.02 -0.02 0.06
0.16 0.25 -0.24
-0.26 0.06 0.15
0.20 -0.08 0.12
-0.13 -0.14 -0.22
0.08 -0.02 0.08
0.24 -0.18 -0.24
0.10 0.21 0.23
-0.22 -0.15 0.15
-0.14 0.13 -0.21
-0.13 -0.03 -0.07
-0.33 -0.12 -0.19
0.20 0.30 -0.13
0.15 -0.35 -0.01
0.10 0.02 0.27
-0.04 0.04 -0.13
0.36 -0.15 -0.09
-0.28 -0.22 0.21
-0.20 0.23 -0.16
0.05 0.18 0.19
0.01 0.03 -0.05
-0.09 0.30 -0.19
0.33 -0.03 0.14
-0.09 -0.31 -0.19
-0.17 -0.02 0.17
-0.08 -0.17 0.11
0.56 0.27 0.01
-0.37 0.15 0.07
0.04 -0.31 -0.10
0.05 0.10 -0.20
0.04 -0.05 -0.10
-0.68 0.04 0.32
0.15 0.63 0.03
0.08 -0.33 -0.09
0.01 0.02 0.27
-0.02 0.01 -0.12
-0.14 -0.11 -0.29
0.03 0.34 -0.11
0.33 -0.16 0.12
-0.11 0.00 0.27
0.10 -0.04 -0.03
0.38 0.22 -0.27
-0.10 0.07 0.33
-0.02 -0.38 -0.07
-0.23 0.08 -0.11
0.00 -0.06 -0.02
-0.34 -0.10 -0.11
0.27 -0.02 -0.26
0.10 -0.11 0.35
-0.05 0.27 0.03
0.02 0.10 0.18
0.16 0.26 -0.24
-0.30 0.03 0.09
0.29 -0.25 0.11
-0.06 -0.19 -0.18
0.06 -0.12 0.06
-0.36 0.01 0.15
0.03 -0.22 -0.25
0.26 0.13 0.24
0.00 0.23 -0.16